C3H4MgO3 | ωB97M-V/def2-TZVPD

```
11
Properties=species:S:1:pos:R:3
O -0.97181 0.26479 1.63062
C -1.35876 1.06541 0.58406
C -0.55167 0.84178 -0.65385
O 0.53871 0.19150 -0.55147
Mg 0.54389 -0.79192 1.27925
H -1.27685 2.15253 0.81146
H -2.41861 0.91487 0.28260
H -0.82036 1.26469 -1.63178
C 1.79742 -1.42117 -1.41290
O 1.83071 -2.02729 -0.27189
H 2.68734 -2.45519 -0.06608
```

## Properties
charge = +1
lowest unoccupied orbital energy (spin up / spin down) = -5.83 / -5.87 eV
HOMO-LUMO gap (spin up / spin down) = 6.2710 / 8.1981 eV
2S+1 = 2
energy relative to the best compared isomer or geometry (same formula, charge and spin) = 71.0 kJ/mol
expectation value of S² = 0.7530

CH4FOPS | ωB97M-V/def2-TZVPD

```
9
Properties=species:S:1:pos:R:3
C 1.55045 0.35624 -0.16000
O -0.90847 -0.46131 -0.30052
F -0.07711 0.64461 1.78315
P 0.21544 -0.64837 0.74795
S -4.02562 -0.60024 -0.95796
H 1.23823 1.34182 0.13130
H 2.58357 0.05835 0.10563
H 1.23347 0.16680 -1.16844
H -1.80996 -0.85791 -0.18111
```

## Properties
lowest unoccupied orbital energy (spin up / spin down) = -3.49 / -3.49 eV
HOMO-LUMO gap (spin up / spin down) = 5.4762 / 5.4731 eV
energy relative to the best compared isomer or geometry (same formula, charge and spin) = 406.1 kJ/mol

C30H29DyN4O2 | ωB97M-V/def2-TZVPD

```
66
Properties=species:S:1:pos:R:3
Dy -0.30810 0.05697 -0.03444
C -1.04014 1.34409 2.24939
C -0.01745 0.42801 2.59056
C 1.21266 0.88868 2.02151
C 0.93152 2.10225 1.35326
C -0.45279 2.38991 1.48344
C -1.09954 3.70195 1.05170
C 1.93164 3.05849 0.80396
C 2.61447 0.34783 2.18748
C -0.07069 -0.71552 3.57326
C -2.42961 1.38546 2.84569
H -2.13891 3.51681 0.79065
H -0.60431 4.00451 0.09592
H -0.98840 4.50349 1.87501
H 2.91047 2.84399 1.25432
H 1.64873 4.11606 1.02366
H 1.91428 2.99273 -0.30770
H 2.62520 -0.62739 2.73428
H 3.21343 1.13817 2.76662
H 3.01363 0.26407 1.19059
H -0.92370 -0.52792 4.22229
H 0.83051 -0.69383 4.19779
H -0.15216 -1.69937 3.15890
H -3.18786 1.27145 2.05153
H -2.57518 2.39793 3.34356
H -2.58524 0.60559 3.61185
O -1.58214 -1.51942 0.65287
C -1.44515 -2.80002 0.93195
C -2.27199 -3.42040 1.93467
C -2.29726 -4.77881 2.08180
C -1.46251 -5.61055 1.34897
C -0.53656 -5.09044 0.45550
C -0.55871 -3.66060 0.20429
C 0.38420 -3.18468 -0.69092
N 0.74358 -1.90333 -0.80980
N 1.80549 -1.67178 -1.55379
C 2.13351 -0.45014 -1.82050
O 1.41313 0.55176 -1.36065
C 3.36218 -0.27487 -2.54276
C 4.09608 -1.36596 -2.99216
C 5.38054 -1.15544 -3.40780
C 5.95941 0.11111 -3.42516
C 5.16897 1.19306 -3.10523
C 3.80940 1.03243 -2.77174
H -2.95566 -2.80862 2.57732
H -2.91055 -5.17679 2.88122
H -1.59684 -6.64745 1.43538
H 0.18071 -5.68077 -0.10107
H 1.01554 -3.89490 -1.20270
H 3.68307 -2.35846 -2.98278
H 5.97018 -1.97662 -3.88926
H 7.01700 0.26266 -3.67332
H 5.57297 2.23402 -3.18943
H 3.11863 1.87374 -2.59138
N -6.85527 2.92337 -3.35585
C -5.84127 2.47478 -2.92930
C -4.62105 2.03464 -2.33822
C -4.69337 1.16847 -1.22714
C -3.55968 0.63767 -0.66957
N -2.28627 0.78944 -1.25119
C -2.24861 1.55255 -2.37183
C -3.36050 2.21082 -2.92134
H -5.74091 0.91252 -0.89273
H -3.62418 -0.02822 0.22260
H -1.32986 1.65160 -2.90254
H -3.30873 2.74921 -3.89146
```

## Properties
lowest unoccupied orbital energy (spin up / spin down) = -1.62 / -1.62 eV
HOMO-LUMO gap (spin up / spin down) = 5.7152 / 5.7325 eV
2S+1 = 6
energy relative to the best compared isomer or geometry (same formula, charge and spin) = 99.1 kJ/mol
expectation value of S² = 9.3400

C3H16O5 | ωB97M-V/def2-TZVPD

```
24
Properties=species:S:1:pos:R:3
C -0.90933 1.17149 -2.67204
C -0.23052 0.77637 -1.37370
C -0.34791 1.87398 -0.30952
O 1.17212 0.61158 -1.66566
H -0.70627 0.46569 -3.47710
H -0.58109 2.17220 -2.93295
H -2.00271 1.19902 -2.61390
H -0.62385 -0.11183 -0.90228
H -1.16609 1.57081 0.35537
H -0.65036 2.86262 -0.64869
H 0.51998 1.87975 0.34364
H 1.29471 -0.31951 -1.69650
O -0.44236 -2.57430 -1.12508
H -0.69566 -1.90158 -0.49977
H 0.04115 -3.19715 -0.57518
O 2.62723 -0.70954 1.46991
H 2.90016 -0.91871 2.37178
H 2.74458 -1.57097 1.05537
O -0.27440 -2.12851 2.05302
H 0.01080 -2.16134 2.97069
H -1.00492 -1.50256 2.08384
O -0.55896 1.01383 2.95766
H 0.12520 0.49730 2.53131
H -1.24150 1.00136 2.29980
```

## Properties
lowest unoccupied orbital energy = 0.09 eV
HOMO-LUMO gap = 10.2138 eV
energy relative to the best compared isomer or geometry (same formula, charge and spin) = 101.3 kJ/mol
structure (SMILES) = CC(C)O.O.O.O.O

C7H21Cl2O4PSi2 | ωB97M-V/def2-TZVPD

```
37
Properties=species:S:1:pos:R:3
C 2.68721 -1.12206 2.35325
C 3.23935 -1.68956 1.05618
O 2.23817 -2.26193 0.20754
P 1.08852 -1.51375 -0.59232
O 0.66553 -2.23817 -1.79447
C 1.67208 0.14387 -1.01475
C 0.55892 1.21342 -1.07932
Si 0.39435 2.22865 0.48336
O -1.17335 2.60172 0.85934
Si -1.95849 2.09178 2.22150
O -0.05660 -1.40477 0.51899
C -1.44286 -1.27136 0.12892
C -2.31980 -1.95546 1.16701
H 3.34782 -0.34390 2.73763
H 1.70042 -0.68625 2.21414
H 2.60085 -1.89746 3.11311
H 3.82335 -0.95716 0.49731
H 3.91272 -2.51729 1.27196
H 2.08164 -0.01542 -2.01518
H 2.49894 0.48420 -0.38831
H 0.84243 1.93487 -1.85097
H -0.38299 0.78073 -1.41374
H 0.99648 1.53682 1.65079
H 1.15074 3.48480 0.28570
H -1.60592 2.95543 3.36802
H -1.57000 0.70572 2.55529
H -3.40587 2.15214 1.94068
H -1.56043 -1.72323 -0.85663
H -1.68140 -0.20910 0.05733
H -3.15888 -1.32337 1.45519
H -1.72847 -2.15540 2.06022
H -2.69964 -2.90892 0.80398
C -2.24996 1.19615 -4.50948
Cl -2.67023 0.74988 -2.85023
Cl -0.50909 1.38578 -4.74086
H -2.59618 0.40802 -5.16643
H -2.72937 2.14058 -4.73476
```

## Properties
lowest unoccupied orbital energy = 0.69 eV
HOMO-LUMO gap = 10.9586 eV

no.,energy (Eh)
1,-542.1336
2,-955.0759
3,-2415.1987
4,-500.0649
5,-2421.1334